[1]
A molecular structure, C25H58InNO8P3. Source: the Open Molecules 2025 dataset; level of theory: wB97M-V/def2-TZVPD.

Last column: Löwdin charge in e.
Cartesian coordinates (Å):
H -1.8130 -3.5211 1.9555  0.11
H 2.5933 -1.4316 -4.8869  0.12
H 2.4828 2.8409 -0.8188  0.11
H 3.3250 4.2435 1.5009  0.11
H 4.9181 1.5072 -2.6231  0.12
H -5.6514 -1.3943 -1.5762  -0.09
H -5.9810 -5.2311 -0.6753  0.11
C -6.8340 -5.0783 -0.0119  -0.21
C -3.5409 -2.9720 0.7930  -0.21
H -2.1349 -4.6271 0.6154  0.11
C -7.2732 -3.6248 0.0873  -0.16
N -1.0788 -1.3950 -0.9148  -0.41
H 3.1299 4.1411 5.9921  0.12
C 4.0337 3.5832 5.7428  -0.21
C -8.7657 -3.7822 0.3688  -0.16
H 7.7375 2.5270 -3.1776  0.11
C 4.2667 1.4273 4.8656  -0.20
H 6.4526 0.6676 -2.3369  0.12
H 4.6947 -2.4483 -4.2606  0.11
O -7.0302 0.6354 -1.5223  -0.61
P -5.6809 0.0188 -1.7752  0.42
H 4.8047 -1.4730 -2.7945  0.10
H -1.8304 4.9301 0.0068  0.01
C 4.5049 2.6638 6.8637  -0.17
H -3.9187 0.7568 1.1928  -0.12
H -0.1349 -1.4452 -0.5460  -0.08
H -7.1225 -3.1110 -0.8639  0.10
H -4.0603 -3.3664 -0.0895  0.11
H 0.6992 5.0971 0.1818  0.10
H 4.7753 1.0900 3.9617  0.12
H -9.9494 -5.5705 -0.1237  0.11
H 2.8261 -3.7466 -3.3159  0.11
H 3.4376 0.7418 5.0696  0.12
C -4.4283 -3.6705 2.8433  -0.22
C 1.6857 4.6324 0.1307  -0.16
O 1.2901 2.4103 0.8141  -0.15
H 2.3189 5.2345 -0.5208  0.11
P -1.4769 0.1093 -1.2966  0.48
H 0.5342 3.4535 2.4295  0.12
H 2.6049 -1.7136 -1.0595  0.12
C 2.2415 -2.1232 -2.0100  -0.21
O 3.7506 2.7377 4.6306  -0.16
H 5.2756 0.6145 6.6268  0.11
H 6.8786 3.7588 -5.1167  0.11
H -4.1317 -5.5025 1.7279  0.10
H -6.7256 -3.0783 0.8524  0.10
H -3.0286 -5.3350 3.1012  0.10
H -1.3488 3.2156 0.0702  -0.01
H -1.3575 0.4116 -2.6912  -0.09
H 0.7400 3.0479 -1.0577  0.09
C -2.1900 3.9085 0.1547  -0.42
C 3.2967 -3.0227 -2.6469  -0.17
O 5.8563 0.7412 -4.2999  -0.16
H 6.1869 1.8609 5.7621  0.11
C 1.5031 3.1897 1.9908  -0.20
H 5.4590 1.6195 -6.1110  0.12
H -2.5846 3.8200 1.1713  0.02
H 6.3848 3.4158 -2.4606  0.11
In -3.7387 1.0693 -0.4969  0.16
H -5.3452 -0.1034 -3.1577  -0.08
H 3.6497 2.2675 7.4146  0.11
H 5.2089 3.4750 -4.6044  0.11
P -3.5887 3.5646 -1.0216  0.62
H -3.9881 -3.2267 3.7450  0.11
H -9.3440 -2.8939 0.1182  0.11
C 3.0243 -1.0701 -3.9451  -0.21
H 5.1659 3.1670 7.5685  0.11
H 2.0642 2.5973 2.7126  0.10
H 1.2837 -2.6123 -1.8327  0.10
H -3.0220 -2.0609 0.5046  0.06
H -5.4404 -4.0042 3.0925  0.11
H 3.8809 -3.5682 -1.9059  0.11
O -4.5048 -2.6909 1.8190  -0.17
C -2.6026 -4.0133 1.3837  -0.17
C 5.1879 1.5486 6.0734  -0.17
H -6.5787 -5.4786 0.9766  0.11
C 6.2139 3.0495 -4.6249  -0.17
H -0.5322 1.0900 -0.8929  -0.09
C 2.2506 4.4380 1.5369  -0.17
O -7.9523 -5.8065 -0.5342  -0.15
H -9.3597 -4.6568 -1.5251  0.11
H -8.9331 -4.0182 1.4227  0.11
H -2.1404 2.8927 -2.6259  -0.01
O 2.0259 -1.0556 -2.9315  -0.14
C -9.1152 -4.9782 -0.5063  -0.22
C 6.1972 1.6876 -5.3103  -0.20
O -2.7637 3.6130 -2.4990  -0.48
H 2.0780 5.2886 2.1963  0.11
C 5.9309 1.3495 -3.0102  -0.21
H 7.1810 1.4408 -5.7252  0.11
H 4.8163 4.2993 5.4673  0.12
H 3.3863 -0.0536 -4.1016  0.10
C 1.5561 3.1908 -0.3474  -0.22
C -3.5395 -4.7899 2.3069  -0.17
C 4.1149 -2.0109 -3.4484  -0.17
C 6.6559 2.6745 -3.2112  -0.17

Atoms 1-3, force components in eV/Å:
0.0 0.0 0.0
0.0 0.0 0.0
0.0 0.0 0.0

Output
HOMO = -4.3 eV
DFT total energy = -77773.8542 eV
Frontier orbital gap = 6.3026 eV
Net charge = -1

[2]
6 unconnected molecules or ions with the total composition C25H58O11. Source: the Open Molecules 2025 dataset; level of theory: wB97M-V/def2-TZVPD.

Last column: Löwdin charge in e.
Cartesian coordinates (Å):
H -2.3386 1.5322 4.2453  0.08
C -8.8332 4.1803 3.4552  -0.50
C 7.6881 -1.4004 -3.9316  -0.50
H 7.4116 -1.3909 -6.0826  0.08
C -8.0575 3.7158 4.6788  -0.06
H 7.7113 -1.2511 2.5644  0.11
H -3.4046 2.9636 2.5259  0.13
C -4.3644 1.4455 -4.6416  -0.07
H 1.2691 -2.1124 3.8886  0.13
C 9.2081 -1.3958 -3.9689  -0.06
C -2.9000 1.5756 -5.0295  -0.51
H -4.5122 1.6613 -3.5825  0.08
C -3.3213 1.2753 3.8501  -0.05
H -3.3811 0.1853 3.7973  0.08
H -7.1162 4.2753 2.1315  0.07
H -0.6191 -1.7164 -3.3195  0.08
O -0.1900 -0.4367 2.8267  0.12
C 5.6634 -0.9400 0.1798  -0.20
C 6.8606 -1.7416 2.0898  -0.25
H -9.2842 3.3169 2.9645  0.14
H -2.4645 3.2285 -3.6925  0.08
H -0.1316 -2.6937 -1.9210  0.08
C 1.1004 0.0363 2.3953  -0.32
C -4.8781 1.5386 1.8891  -0.06
H 5.3189 -3.0623 0.1030  0.13
H -8.5077 5.2305 1.5952  0.08
C -0.5443 -1.2601 1.8145  -0.54
H -4.9976 1.9825 0.8999  0.08
H 1.7583 -3.8633 1.5146  0.08
C 4.7449 -2.1390 0.0086  -0.17
H 6.5216 -1.0167 -0.4912  0.11
H 5.1320 -0.0365 -0.1271  0.12
H 5.3523 -1.8220 3.5786  0.07
H -2.5753 -2.2824 -0.3747  0.05
H -3.1304 -1.4184 -3.8155  0.07
H -2.3122 0.8453 -4.4711  0.12
C 6.0830 -2.5103 3.1580  -0.06
H -0.8735 -1.1150 -1.6708  0.08
H 9.6156 -1.8145 -3.0487  0.08
C -7.9373 4.9109 2.4673  -0.06
H 7.4033 0.2137 -5.3363  0.08
H -1.3143 3.0418 -5.0272  0.08
O -2.5711 -3.0710 -0.9318  -0.05
O 7.2144 -0.6811 -2.7903  -0.07
H -2.5497 0.4805 1.5203  0.05
O -1.6759 -1.5191 1.5156  0.15
H 9.5819 -0.3725 -4.0626  0.08
C 1.7187 -1.2905 1.9399  -0.31
H -2.9157 3.7131 -5.3343  0.08
H 2.6203 -0.7129 0.0963  0.16
H -4.3176 -2.1938 -2.7520  0.08
H 9.5848 -1.9756 -4.8121  0.08
H 4.3517 -2.1225 -1.0146  0.13
O -2.7119 1.2359 -6.4032  -0.05
C 1.8198 -3.7715 2.5936  -0.06
C 2.9441 -1.0615 1.0844  -0.12
O 1.7023 0.7901 3.3657  0.10
C 7.0912 -0.8262 -5.2065  -0.06
H 5.5659 -3.3647 2.7279  0.07
H -4.7258 0.4372 -4.8442  0.07
H 2.4015 1.3087 2.9547  0.12
O 3.7159 -2.2299 0.9687  -0.12
H 2.6889 -4.3390 2.9166  0.07
C -0.8888 -2.0082 -2.3023  -0.06
H -4.9775 2.1400 -5.2229  0.08
C -2.3657 2.9716 -4.7480  -0.06
H 0.8730 0.5862 1.4697  0.18
O 0.5378 -1.7204 1.1708  0.11
H -3.2190 1.8608 -6.9315  0.08
H -7.6348 4.5744 5.2079  0.08
H -3.3902 -0.8140 -2.1691  0.08
H 6.7369 -2.8301 3.9660  0.07
H -5.6815 1.9010 2.5334  0.06
H 6.0023 -0.8425 -5.1613  0.08
C 1.9398 -2.3089 3.0556  -0.12
C -2.2657 -2.6573 -2.2571  -0.50
H -2.2561 -3.5700 -2.8554  0.14
C -3.5125 1.8789 2.4666  -0.49
C -3.3379 -1.7165 -2.7859  -0.06
O -9.9302 5.0057 3.8436  -0.05
O -2.4781 1.4410 1.5909  -0.06
H -4.0834 1.6300 4.5466  0.07
H -7.5106 5.8065 2.9276  0.08
H 7.5095 0.2318 -2.8754  0.09
H 2.9467 -2.1566 3.4436  0.11
H -4.9865 0.4562 1.7797  0.08
H -8.7147 3.1900 5.3712  0.08
H -9.5709 5.7829 4.2836  0.08
H 3.5321 -0.2849 1.5869  0.14
H 7.3319 -2.4220 -3.7926  0.14
H -7.2393 3.0492 4.4011  0.07
H 0.9285 -4.2364 3.0102  0.08
H 7.2416 -2.4055 1.3130  0.12
O 6.0768 -0.7019 1.5119  -0.15

Atoms 1-3, force components in eV/Å:
0.0 0.0 0.0
0.2 0.2 0.1
0.1 0.2 -0.2

Output
HOMO = -9.7 eV
Energy above the lowest of the compared OMol25 structures with the same formula, charge and spin = 5.60 kcal/mol
DFT total energy = -49387.2555 eV
SMILES = CCOCCOC[C@]1(CC)OC(=O)O[C@H]1O.CC(C)O.CC(C)O.CC(C)O.CC(C)O.CC(C)O
Frontier orbital gap = 9.9874 eV
Net charge = 0

[3]
A molecular structure, C25H60BIN7O7P in a non-equilibrium geometry. Source: the Open Molecules 2025 dataset; level of theory: wB97M-V/def2-TZVPD.

Last column: Löwdin charge in e.
Cartesian coordinates (Å):
H -0.6816 -4.1955 5.1905  0.08
I -1.8825 -2.2273 -3.6929  0.71
H 2.1153 -5.7296 6.0226  0.09
H -1.6999 4.0474 3.8070  0.13
H -5.0463 3.1481 5.1760  0.09
O 1.5250 6.2192 1.0993  -0.01
H -1.0557 -2.5069 3.2960  0.10
H 1.8764 -1.9740 -3.8230  0.06
N 2.2851 4.0839 1.1350  -0.18
H 4.4824 -2.5590 -3.0149  0.06
O -0.1508 0.6506 0.6598  0.02
C -0.4607 -4.6284 6.1664  -0.04
C -2.5374 3.4375 4.1877  -0.35
H -2.4057 -6.1603 -5.2511  0.09
C -2.9054 5.2676 -2.7436  -0.04
H 2.7655 -4.6525 7.2674  0.08
C -3.8597 4.8889 2.7291  -0.06
H -2.3288 -8.1212 -6.9344  0.09
N -1.5818 5.4189 -2.1670  -0.18
H 0.4279 -2.6528 2.3355  0.11
H 3.5714 -3.8358 -2.2102  0.04
O -0.5532 4.5500 -3.9979  0.00
C 0.5772 -1.4676 -0.5238  -0.43
N -0.7248 -7.1244 -6.0167  -0.20
O -2.3772 2.5305 4.9807  0.01
H 0.2229 3.8339 1.4016  0.09
H 0.4401 5.2461 -2.3651  0.13
H -4.8207 2.0160 3.8436  0.09
H 2.7026 -1.1845 -2.4942  0.04
H -4.5073 5.6743 3.1245  0.09
C -1.4730 -7.4957 -7.1973  -0.06
H -2.8781 5.3169 2.5321  0.08
H -3.6470 5.5758 -2.0103  0.08
C -1.4244 5.8868 -0.8060  -0.05
N -0.3522 -0.7258 2.4447  -0.20
H 1.0436 2.4889 0.5786  0.06
H -1.9526 0.6093 2.6645  0.09
H -1.3316 -0.0807 4.1817  0.09
H 0.6015 -1.2435 0.7065  -0.06
H 3.0998 2.4391 2.1501  0.09
C 2.4133 5.4084 1.3075  -0.35
C 0.0567 -0.4229 1.2027  -0.58
H -0.7883 -1.5410 1.1555  0.05
C 0.5719 -7.4564 -5.8520  -0.36
C 3.5410 -3.1084 -3.0209  -0.17
H 4.2763 2.2105 -2.3806  0.14
H 3.4757 -3.6755 -3.9496  0.06
N -3.7303 3.8029 3.6764  -0.20
C 1.8674 -5.1602 6.9207  -0.06
H 3.7913 3.5924 -3.9459  0.08
H -0.8299 -8.0561 -7.8737  0.08
H 1.5412 -5.8562 7.6962  0.09
O 1.2383 -7.1570 -4.8816  0.01
H 0.9812 -8.0343 -6.6987  0.13
B -0.4148 -3.4142 -2.6579  -0.89
H 4.2545 3.7053 1.6995  0.08
H -1.8377 -6.6089 -7.7202  0.09
C 1.0029 3.5686 0.6863  -0.03
N 2.3687 2.3267 -3.1022  -0.17
C -1.3762 -6.3619 -4.9649  -0.05
C 2.3390 -2.1494 -2.8495  -0.42
H 2.1495 4.2672 -3.8777  0.07
H 0.5742 2.0063 -2.0633  0.09
H 0.6358 -0.4825 -0.9904  0.10
H -0.6177 -4.5771 -2.7284  -0.06
H -0.4191 1.1733 3.3297  0.09
H -1.5272 -0.9412 -0.3172  0.12
C 0.9918 1.8572 -3.0612  -0.02
H 0.7480 4.0122 -0.2771  0.06
C -0.5114 5.0702 -2.8969  -0.36
O 0.2020 -2.0045 6.5924  0.01
H -3.0837 4.2292 -3.0254  0.09
C -0.8300 -1.6794 0.0729  -0.11
H -1.2473 -4.3193 6.8552  0.10
H 0.4786 -1.9200 3.9551  0.08
H -5.7841 3.4888 3.5949  0.08
H 2.5432 3.0290 -5.0714  0.10
H -1.2278 -2.6831 -0.0905  0.10
P 1.1146 -2.8393 -1.6358  0.92
C 2.7319 3.3620 -4.0495  -0.04
H 0.4073 2.4112 -3.7863  0.07
H 1.3173 -1.4578 0.2768  0.12
H -1.9296 5.1961 -0.1258  0.08
H -4.2797 4.5322 1.7857  0.09
O 3.0161 0.9194 -1.4421  -0.01
H 3.6149 2.6060 0.4635  0.07
H -0.4558 -5.7128 6.0860  0.09
C -4.9134 3.0727 4.0965  -0.04
H 2.0480 -2.6195 7.1846  0.13
H 0.9533 0.7897 -3.2884  0.08
C -0.1103 -2.0223 3.0423  -0.02
C 3.3718 3.1570 1.3740  -0.04
C 3.2638 1.7857 -2.2633  -0.35
H 3.4176 5.7098 1.6497  0.13
H -0.3657 5.9050 -0.5574  0.05
H -1.8360 6.8879 -0.6650  0.09
H -1.3588 -6.9186 -4.0270  0.10
H -0.8545 -5.4209 -4.8045  0.05
C -1.0560 0.2989 3.2018  -0.03
N 0.8375 -4.1821 6.6417  -0.20
H -3.0051 5.8808 -3.6396  0.09
C 1.0369 -2.8596 6.8144  -0.36

Atoms 1-3, force components in eV/Å:
0.0 0.0 0.0
0.3 -0.1 0.2
0.0 0.0 0.0

Output
HOMO = -7.3 eV
DFT total energy = -69718.8937 eV
Frontier orbital gap = 7.0759 eV
Net charge = 0

[4]
A molecular structure, C25H62AlINO6 in a non-equilibrium geometry. Source: the Open Molecules 2025 dataset; level of theory: wB97M-V/def2-TZVPD.

Last column: Löwdin charge in e.
Cartesian coordinates (Å):
C -4.8253 -2.5262 0.6683  -0.28
H -0.2792 -7.3107 -3.9217  0.08
C -4.1832 -5.2549 1.6622  -0.09
H 6.4290 0.5242 -0.4377  0.06
C -3.1892 -4.1470 1.3509  -0.28
C -2.4638 -5.5680 -7.1977  -0.08
C 1.9011 6.5321 4.3615  -0.28
C -0.2644 1.3169 -5.1086  -0.14
H -3.7597 -5.9513 2.3887  0.07
C -1.3202 -7.0148 -4.0668  -0.08
C 2.5281 5.5839 7.1116  -0.08
H 5.1141 1.4485 0.2886  0.08
H 1.2347 -1.3453 0.1230  0.05
H -0.2814 -2.1778 -5.5316  0.09
H -2.7339 2.7946 2.1668  0.03
C 5.4027 0.4594 -0.0692  -0.07
Al -0.0307 -1.0108 -2.1628  0.14
H -1.2053 1.1991 -4.5646  0.04
H 4.2237 -0.5799 1.3772  0.12
H 2.6198 5.2031 2.8204  0.08
H -5.6686 -1.1205 2.0685  0.07
H 1.1224 4.1096 6.4586  0.12
H 8.9461 -2.0344 0.7406  0.07
H -0.6914 3.8968 2.9972  0.08
C 1.8574 4.7801 6.0102  -0.28
H -5.0107 -1.8801 -0.1909  0.12
C 5.2616 -0.5676 1.0414  -0.28
H -0.8828 0.3250 -2.4464  -0.07
H -0.3552 -5.4331 -7.5402  0.12
C 0.8671 0.7053 -0.0172  -0.92
O 5.5644 -1.8932 0.6341  -0.16
H 4.7670 0.1945 -0.9152  0.08
H -3.7287 5.6728 4.2293  0.10
H -3.9165 -0.9578 1.8459  0.04
H -4.5637 -2.2760 2.8149  0.06
H 3.2841 6.2651 6.7173  0.06
H 3.7609 5.4219 4.1420  0.06
H -1.6422 5.1875 3.7306  0.06
H -1.2095 -1.1452 -4.4105  0.06
C 1.3288 -0.5736 -0.6619  -0.28
H -0.9961 -4.9535 -3.5946  0.12
H 0.5328 1.6480 -4.4335  0.06
C 6.8736 -2.1132 0.1478  -0.29
H -2.8973 -3.6145 2.2633  0.11
H 2.2881 7.2968 5.0457  0.10
H 1.7919 6.1863 7.6475  0.08
H -4.8664 6.1951 1.4227  0.08
H -0.8253 -6.9012 -6.7071  0.10
C -0.2185 -1.2824 -4.8886  -0.36
H 5.8647 -0.2922 1.9146  0.10
H -2.6695 -6.0531 -8.1541  0.07
H -2.6442 -4.4967 -7.3014  0.08
O -0.6638 -5.1814 -5.5701  -0.16
H 1.1230 -2.4174 -3.7975  0.01
O 1.5033 1.6703 0.1066  0.00
H -4.4370 -5.8061 0.7543  0.08
C -2.7700 3.8494 2.4363  -0.29
O 1.1456 5.5709 5.0768  -0.17
C -4.7381 -1.6725 1.9219  -0.08
H 3.5339 6.7164 2.9661  0.08
I -1.2289 0.6473 0.6828  0.76
H -0.3564 2.0480 -5.9306  0.05
H -5.1134 -4.8638 2.0787  0.06
H 7.9652 -0.7512 1.4491  0.06
H -3.1936 6.4960 1.8780  0.06
C -1.4093 -5.5389 -4.4171  -0.27
H -1.8743 -7.2194 -3.1493  0.07
N 0.8270 -1.4443 -3.8351  -0.15
C 7.9647 -1.8030 1.1593  -0.09
H -4.4814 7.4342 2.6340  0.07
H 2.3701 -0.5080 -1.0016  0.04
H -1.1145 -2.1227 -1.7231  -0.09
H -3.1789 -5.9515 -6.4684  0.06
H 6.9231 -3.1711 -0.1161  0.12
C -1.6622 4.1377 3.4317  -0.08
C -4.3510 5.4089 3.3663  -0.29
H 7.0320 -1.5551 -0.7819  0.11
H -5.6759 -3.2179 0.7255  0.10
H -2.6204 4.4103 1.5076  0.11
C 0.1697 -0.0356 -5.7521  -0.27
H -1.7980 3.5430 4.3375  0.08
H -2.2765 -4.5911 0.9500  0.12
C -1.0271 -5.8250 -6.7746  -0.29
H -5.3841 5.4057 3.7217  0.11
H 2.5819 4.1417 5.4935  0.11
C -4.2133 6.4432 2.2616  -0.09
H -2.4514 -5.2210 -4.5250  0.11
H -1.7337 -7.6487 -4.8543  0.06
H -0.2384 -0.1363 -6.7722  0.08
H 1.1957 7.0385 3.7009  0.12
H 1.2689 -0.0615 -5.7766  0.09
O -4.0775 4.0869 2.9493  -0.16
H 7.8226 -2.3931 2.0669  0.08
C 3.0195 5.9334 3.5259  -0.08
H 3.0192 4.9166 7.8220  0.07
O -3.6380 -3.2340 0.3724  -0.17

Atoms 1-3, force components in eV/Å:
0.0 0.0 0.1
0.0 0.0 0.0
-0.1 0.0 0.0

Output
HOMO = -4.4 eV
DFT total energy = -55402.5573 eV
Frontier orbital gap = 6.7758 eV
Net charge = -1